No. 1
{"formula": "C2H10N2O2", "method": "ωB97M-V/def2-TZVPD", "symbols": ["C", "N", "C", "N", "H", "H", "H", "H", "H", "H", "H", "H", "O", "H", "H", "O"], "xyz": [[0.35768, -1.41758, 0.46307], [2.46123, -0.17211, 1.59376], [1.40955, 0.54082, 1.12749], [0.19953, 0.10800, 0.79246], [-0.50335, -1.79948, -0.23297], [0.40287, -2.18603, 1.28311], [1.26028, -1.50154, -0.23651], [2.96508, 0.32318, 2.35052], [2.13464, -1.14886, 1.99131], [1.74656, 1.61627, 1.03849], [-2.56830, 2.29733, -0.85316], [-1.56083, 3.39633, -0.51672], [-2.41974, 2.98285, -0.09015], [-2.64774, -1.01004, -2.55256], [-1.30577, -1.38690, -3.02934], [-1.93169, -0.64222, -3.12879]], "forces_ev_per_angstrom": [[-0.9367, -0.1123, -3.4903], [-2.9784, -2.2881, 2.7636], [1.7491, 2.2785, -0.2422], [1.6235, -3.3729, 0.6230], [1.1939, 1.1783, 1.6475], [-0.1053, 1.3448, -0.1253], [-1.0118, -0.0871, 1.2876], [0.3887, -0.1298, -0.9713], [1.2915, 2.1294, -1.2623], [-1.2343, -0.9060, -0.1944], [-0.1111, 1.6811, 2.2005], [-2.5124, -0.7509, 1.5589], [2.6587, -0.9462, -3.8143], [0.3591, 0.8334, -0.8388], [-0.0431, 0.6281, -0.5776], [-0.3314, -1.4804, 1.4355]], "mulliken_spin": [-0.02, 0.25, 0.02, 0.70, 0.01, 0.05, 0.00, -0.01, -0.01, 0.01, 0.00, 0.00, 0.00, 0.00, 0.00, 0.00], "spin_multiplicity": 2, "total_charge": 1, "total_energy_ev": -9300.4032}

No. 2
{"formula": "C2H10N2O3", "method": "ωB97M-V/def2-TZVPD", "symbols": ["O", "C", "N", "C", "N", "H", "H", "H", "H", "H", "H", "H", "H", "O", "H", "H", "O"], "xyz": [[-3.05532, 0.81081, 1.30482], [-1.98470, 0.17163, 1.59189], [-0.87353, 0.22948, 0.75983], [-1.13732, 0.79046, -0.65970], [0.13954, 0.61501, -1.32033], [-1.71601, -0.28284, 2.57770], [-0.19848, -0.61267, 0.55390], [-1.28950, 1.81591, -0.32241], [-2.05195, 0.37109, -1.12861], [0.19663, -0.30945, -1.82818], [-0.11019, 1.33562, -2.05852], [1.47460, -1.28377, -0.10913], [1.04559, -2.41835, 0.92740], [0.85984, -2.00864, 0.04558], [3.71901, 0.15969, -0.12077], [2.20887, 0.64252, -0.30557], [2.77293, -0.02649, 0.09212]], "forces_ev_per_angstrom": [[3.3965, -2.4755, 1.2988], [-1.0638, 2.4617, -1.4195], [-0.7193, -2.1276, -2.1862], [0.0102, -0.8397, 4.1656], [-1.0720, 1.0422, -2.8632], [-0.7753, 0.0424, -0.4973], [-1.7722, 1.4446, 1.5997], [-0.1590, 0.3537, -1.2406], [0.6283, 0.1130, 0.2687], [-0.3560, 1.2810, 0.7097], [1.7066, -1.2014, 0.2430], [0.9236, -0.0906, 0.3908], [0.0871, 0.7598, -1.2686], [-0.6931, -0.9837, 0.8844], [-1.3802, -0.0919, 0.1314], [-0.0935, 0.4212, -0.2660], [1.3321, -0.1092, 0.0493]], "mulliken_charge": [-0.59, 0.06, -0.15, -0.62, -0.50, 0.31, 0.32, 0.35, 0.31, 0.24, 0.29, 0.41, 0.32, -0.70, 0.31, 0.36, -0.71], "smiles": "NCNC=O.O.O", "total_energy_ev": -11358.1181}

No. 3
{"formula": "C2H10N2O3", "method": "ωB97M-V/def2-TZVPD", "symbols": ["C", "N", "C", "N", "O", "H", "H", "H", "H", "H", "H", "H", "H", "O", "H", "H", "O"], "xyz": [[-0.14283, 1.34682, -1.24859], [-1.06725, 0.32283, -0.61222], [-0.43271, -0.78088, -0.06115], [-1.23935, -1.94711, 0.23294], [0.81860, -1.03030, -0.27935], [0.78514, 0.74616, -1.53766], [0.03873, 2.27046, -0.67727], [-0.68957, 1.61108, -2.20188], [-2.11255, 0.40488, -0.85693], [-2.24990, -1.70515, 0.49889], [-0.78235, -2.75932, 0.70278], [2.72508, 0.35401, -0.99841], [2.31393, -0.06649, 0.65145], [2.15214, 0.59852, -0.17218], [0.05924, 0.56598, 2.37333], [-0.05558, 1.41471, 1.16916], [-0.52484, 1.07403, 1.87527]], "forces_ev_per_angstrom": [[-1.2913, -1.8660, -2.1119], [-0.2034, 0.5676, -0.4018], [2.0314, -3.9767, -3.4879], [-1.4405, 2.2878, 0.9802], [-5.9940, -0.8078, 1.5904], [-1.5795, 1.4424, 0.5461], [0.0695, -0.6056, 0.0216], [0.6739, 0.1168, 0.9481], [2.6167, -0.5943, 1.0311], [2.2264, -0.9111, -0.1861], [-0.5642, 1.5074, -0.5682], [-1.3016, 0.1565, 2.9265], [-0.1339, 2.1233, -3.7925], [4.6514, 0.3466, 1.6388], [1.6018, -1.1998, 1.3455], [1.6116, 1.0323, -2.1452], [-2.9744, 0.3806, 1.6653]], "mulliken_charge": [-0.75, -0.24, 0.63, -0.55, -0.62, 0.22, 0.28, 0.33, 0.25, 0.21, 0.26, 0.32, 0.35, -0.66, 0.29, 0.30, -0.62], "smiles": "CNC(N)=O.O.O", "total_energy_ev": -11356.4695}

No. 4
{"formula": "C2H10N2P", "method": "ωB97M-V/def2-TZVPD", "symbols": ["C", "C", "N", "N", "P", "H", "H", "H", "H", "H", "H", "H", "H", "H", "H"], "xyz": [[0.27069, -1.06079, -1.25356], [-1.23232, 1.19480, -0.20186], [1.66942, 0.54700, 0.39185], [-0.38261, -1.09564, 1.46340], [0.14307, -0.01611, 0.24019], [0.69431, -1.99080, -0.91188], [0.62845, -0.50670, -2.06619], [-0.69587, -1.39825, -1.68598], [-1.24303, 2.20478, 0.36709], [-2.09965, 0.61372, -0.02567], [-0.94940, 1.56979, -1.14031], [1.99826, 1.09480, 1.16367], [2.10262, 0.77959, -0.47255], [-1.22880, -0.59505, 1.93868], [0.32488, -1.34114, 2.19310]], "forces_ev_per_angstrom": [[-2.2337, -0.2930, 1.3352], [2.3953, 1.2918, 3.2975], [-0.5930, -0.2871, 0.6451], [-0.8262, 2.9006, 1.0165], [-1.5314, -1.0490, -1.2107], [1.0269, -0.1309, -0.3987], [1.6024, 0.4877, -1.0915], [-0.0280, 0.4582, 0.9049], [-0.0183, -2.0043, -0.1343], [-1.2559, -0.1447, -0.5959], [-0.2619, -0.2713, -1.8910], [-0.0251, 0.2184, 0.3450], [0.5725, 0.0921, -0.6284], [1.9506, -1.5046, -0.7280], [-0.7743, 0.2361, -0.8657]], "mulliken_charge": [-1.17, -1.08, -0.46, -0.62, 0.88, 0.37, 0.46, 0.35, 0.36, 0.42, 0.35, 0.25, 0.25, 0.33, 0.32], "total_charge": 1, "smiles": "CP(C)(N)=[NH2+]", "total_energy_ev": -14499.3745}

No. 5
{"formula": "C2H10N2S", "method": "ωB97M-V/def2-TZVPD", "symbols": ["C", "S", "H", "H", "H", "H", "N", "C", "N", "H", "H", "H", "H", "H", "H"], "xyz": [[-2.39079, -3.76111, -2.55638], [-1.84403, -3.43591, -0.84831], [-3.29452, -3.16941, -2.62892], [-2.55853, -4.77471, -2.88913], [-1.70157, -3.48240, -3.34626], [-1.87246, -2.10688, -0.95390], [0.43978, 1.75451, 0.85690], [1.29684, 2.45439, 1.68839], [2.72215, 2.86810, 1.46466], [0.90181, 0.95979, 0.46518], [-0.18756, 2.27126, 0.29098], [1.29469, 1.73968, 2.60465], [0.92867, 3.44356, 2.00779], [3.26931, 2.02078, 1.45793], [2.99622, 3.21836, 2.38642]], "forces_ev_per_angstrom": [[-0.0785, 0.7389, -0.5090], [0.3472, -0.7771, -0.2046], [-0.2470, -0.2289, -0.5543], [-0.4309, -0.6200, 1.0844], [0.4433, 0.7914, 0.2803], [-0.0330, 0.1010, -0.0934], [0.1297, -0.2417, -0.9668], [0.8601, 0.4641, 4.6947], [-0.1678, -0.7853, -0.5024], [-0.3729, -0.3723, -0.6461], [-0.0384, 0.2590, -0.9716], [0.3287, 1.4242, -0.6204], [-0.9021, -0.7289, -0.1211], [0.3652, -0.4055, -0.5277], [-0.2036, 0.3813, -0.3420]], "mulliken_charge": [-0.78, -0.18, 0.26, 0.31, 0.29, 0.11, -0.40, -0.36, -0.69, 0.19, 0.20, 0.26, 0.28, 0.26, 0.28], "smiles": "NCN.CS", "total_energy_ev": -16050.1803}

No. 6
{"formula": "C2H10N3", "method": "ωB97M-V/def2-TZVPD", "symbols": ["C", "N", "H", "H", "H", "H", "H", "H", "N", "C", "N", "H", "H", "H", "H"], "xyz": [[0.14831, -0.95246, 1.95336], [-0.68738, 0.24270, 1.53508], [-0.43827, -1.83259, 1.71367], [1.15354, -0.81889, 1.59839], [0.28696, -0.95358, 3.04471], [-0.07833, 1.07305, 1.55540], [-1.46400, 0.34317, 2.20082], [-0.91313, 0.10378, 0.38178], [0.91565, 0.34562, -2.72582], [0.13601, 0.85187, -1.70435], [-0.85332, 0.28077, -1.03041], [0.70460, -0.57550, -3.05772], [1.90155, 0.56467, -2.67786], [0.54736, 1.76226, -1.26973], [-1.35956, -0.43487, -1.51731]], "forces_ev_per_angstrom": [[-0.9184, 1.1629, 1.4191], [1.2025, -0.5860, 1.9128], [0.6133, -0.2381, -0.5300], [0.0948, -0.5436, -0.9444], [-0.3062, 0.0902, -0.1430], [-0.6812, -0.2679, 0.0957], [0.3127, 0.2434, -0.5203], [0.0579, 0.6010, -2.3584], [0.3237, -0.2118, -0.8098], [0.8129, 2.2047, 0.2704], [-1.6171, -1.5800, 2.1058], [0.0725, -0.3522, 0.0387], [0.1173, -0.2428, -0.0299], [0.0624, -0.0686, -0.0437], [-0.1470, -0.2111, -0.4632]], "mulliken_spin": [0.11, 0.00, -0.03, 0.00, -0.02, 0.02, -0.02, 0.04, 0.04, 0.85, 0.03, -0.02, 0.02, -0.01, -0.01], "spin_multiplicity": 2, "total_energy_ev": -6702.8001}

No. 7
{"formula": "C2H10N3", "method": "ωB97M-V/def2-TZVPD", "symbols": ["N", "H", "H", "H", "C", "C", "N", "N", "H", "H", "H", "H", "H", "H", "H"], "xyz": [[1.49161, -1.55606, 1.68334], [2.49487, -1.43025, 1.63665], [1.30082, -2.48429, 2.04031], [1.13806, -0.90237, 2.37597], [-1.24400, 1.03431, -0.59458], [-0.01564, 0.57470, -0.82435], [0.23073, -0.86931, -0.72565], [-1.66434, 2.33967, -0.48008], [-2.00600, 0.29246, -0.36330], [0.87181, 1.16452, -0.95897], [0.73991, -1.12499, 0.17280], [-0.65287, -1.36716, -0.74783], [0.77917, -1.23286, -1.50976], [-0.97237, 3.04516, -0.67254], [-2.49176, 2.51647, -1.03202]], "forces_ev_per_angstrom": [[-0.3034, 0.3055, -0.1620], [0.1075, -0.0876, 0.1153], [0.1021, -0.0947, -0.0059], [0.1032, -0.0234, 0.0492], [0.0688, -0.1539, 0.2551], [0.0226, 0.0972, 0.2124], [0.1088, 0.0987, -0.3237], [0.0889, -0.3159, -0.4333], [-0.2243, 0.1253, -0.2783], [0.1162, 0.1274, -0.1583], [0.0994, -0.2649, 0.3187], [-0.1952, -0.1828, 0.0917], [-0.0417, 0.1972, 0.0195], [0.2254, 0.0644, -0.0105], [-0.2781, 0.1075, 0.3100]], "mulliken_charge": [-0.95, 0.27, 0.27, 0.28, -0.17, -0.23, -0.23, -0.47, 0.24, 0.35, 0.39, 0.36, 0.39, 0.24, 0.27], "total_charge": 1, "total_energy_ev": -6700.1504}

No. 8
{"formula": "C2H10N3O", "method": "ωB97M-V/def2-TZVPD", "symbols": ["C", "C", "N", "N", "N", "O", "H", "H", "H", "H", "H", "H", "H", "H", "H", "H"], "xyz": [[3.21335, -0.78468, -0.66423], [0.18329, 0.07365, 0.05161], [-0.84834, 0.68532, -0.30000], [1.43596, 0.57745, -0.20882], [-3.00347, -0.78714, -0.22514], [2.56866, 0.01347, 0.26568], [4.11289, -1.18296, -0.09556], [3.54377, -0.11814, -1.49361], [2.54632, -1.46631, -1.21490], [0.09020, -0.74302, 0.78670], [-1.74515, 0.15272, -0.14140], [-0.70353, 1.44437, -0.84694], [1.52992, 1.19012, -1.03013], [-2.66547, -1.30371, 0.56956], [-3.71089, -0.18590, 0.06471], [-2.96387, -1.25899, -1.10626]], "forces_ev_per_angstrom": [[1.8132, 0.0500, -1.7421], [4.8307, -0.4835, 2.0478], [-1.2733, -1.4017, 0.9123], [-2.2720, -0.4536, -0.7926], [2.3079, -0.4022, 0.8713], [-1.0209, 0.3418, 1.7855], [-1.3321, 0.0559, -1.0878], [0.4290, -0.3155, 0.4469], [0.2041, -0.5191, 0.9236], [0.3972, 0.1367, -0.6540], [-1.0163, 0.3336, -0.6880], [-0.3050, 3.0116, -2.1376], [0.2792, -0.1530, 0.5608], [-0.4002, -0.7561, -0.1149], [-1.8853, 0.7021, -0.2342], [-0.7565, -0.1470, -0.0970]], "mulliken_charge": [-0.58, 0.17, -0.18, -0.18, -0.86, -0.24, 0.23, 0.29, 0.31, 0.34, 0.41, 0.17, 0.31, 0.30, 0.26, 0.25], "total_charge": 1, "total_energy_ev": -8745.1387}

No. 9
{"formula": "C2H10N3OP", "method": "ωB97M-V/def2-TZVPD", "symbols": ["C", "C", "N", "N", "N", "O", "P", "H", "H", "H", "H", "H", "H", "H", "H", "H", "H"], "xyz": [[1.73691, 0.85267, -0.48915], [1.63132, -1.27199, 0.64211], [-1.82240, 1.31413, 0.67038], [-2.70570, -0.49007, -0.87620], [0.94726, -0.03432, 0.33714], [-0.24034, -0.34832, -0.41600], [-1.66947, -0.38983, 0.44856], [1.13143, 1.72414, -0.73159], [2.60519, 1.16541, 0.08792], [2.06975, 0.37686, -1.42085], [0.95679, -1.89455, 1.22853], [1.93771, -1.82036, -0.25783], [2.50967, -1.03330, 1.23887], [-2.70439, 1.54343, 1.11469], [-1.06750, 1.66382, 1.25413], [-2.38508, 0.07227, -1.65887], [-2.93116, -1.42998, -1.17184]], "forces_ev_per_angstrom": [[-0.2140, 0.0496, -0.1349], [-0.1988, -0.1579, -0.0512], [0.1161, -0.0342, 0.0272], [0.1605, -0.1094, 0.0652], [-0.4947, 0.2172, 0.4973], [0.5281, -0.1789, -0.4125], [0.0850, 0.1855, -0.0638], [0.0790, 0.0200, -0.0125], [0.0437, 0.0065, 0.0111], [-0.0133, -0.0329, -0.0093], [0.1148, -0.0570, 0.0204], [-0.0079, 0.0219, -0.0436], [0.0343, -0.0127, 0.0329], [-0.0025, 0.0392, 0.0127], [-0.0558, -0.0256, -0.0044], [-0.1605, 0.0476, 0.0058], [-0.0140, 0.0210, 0.0597]], "mulliken_charge": [-0.85, -0.80, -0.55, -0.61, -0.18, -0.05, 0.19, 0.28, 0.34, 0.31, 0.26, 0.32, 0.31, 0.24, 0.24, 0.29, 0.26], "smiles": "CN(C)OP(N)N", "total_energy_ev": -18042.4168}

No. 10
{"formula": "C2H10N4", "method": "ωB97M-V/def2-TZVPD", "symbols": ["C", "C", "N", "N", "N", "N", "H", "H", "H", "H", "H", "H", "H", "H", "H", "H"], "xyz": [[1.24022, -1.11733, -0.05201], [1.27405, 1.28342, -0.11262], [-1.68298, -1.19093, 0.04153], [-2.02761, 0.95323, 0.05749], [0.57042, 0.11353, 0.42795], [-1.22434, -0.04500, -0.42000], [0.72930, -1.40689, -0.96356], [2.26666, -1.05984, -0.44953], [1.25271, -1.97185, 0.70448], [2.30826, 1.13000, 0.25381], [1.15408, 1.24931, -1.19716], [0.86750, 2.20554, 0.24876], [-2.05460, -1.04252, 0.98431], [-1.00176, -1.95562, -0.07737], [-1.81599, 1.07767, 1.03313], [-1.85591, 1.77726, -0.47922]], "forces_ev_per_angstrom": [[-0.3528, -0.4344, 0.4915], [-0.2856, -1.7811, 0.1061], [-0.4046, -1.4511, 0.9520], [0.2300, -0.3515, -0.0392], [-1.0685, -0.4918, 0.0020], [2.8327, 0.9898, -1.2647], [-0.4270, -0.6236, -0.3237], [-0.0274, 0.6900, 0.5997], [-0.2562, 1.1660, -0.8978], [-0.2821, 0.6484, -0.6238], [0.6485, 0.3072, -0.3408], [-0.2279, 0.5137, 0.4075], [0.2108, -0.8535, 0.0528], [-0.6881, 0.6779, 0.2721], [-0.0939, 0.4456, 0.6616], [0.1921, 0.5485, -0.0552]], "mulliken_charge": [-0.99, -0.88, -0.40, -0.57, -0.30, 0.08, 0.40, 0.34, 0.27, 0.38, 0.33, 0.26, 0.24, 0.32, 0.26, 0.27], "total_energy_ev": -8192.0398}